# 1
Below is C29H27IN4O3OsS2 as an isolated structure, with properties calculated with ωB97M-V/def2-TZVPD.

ORCA input file:
```
! RIJCOSX wB97M-V def2-TZVPD def2/J DEFGRID3
* xyz 2 1
Os -0.059 0.925 -0.558
C 5.113 2.568 -2.642
C 4.653 2.953 -1.243
N 3.311 3.550 -1.247
C 2.159 2.907 -1.120
S 2.183 1.165 -0.793
N 1.041 3.583 -1.249
N -0.080 2.830 -1.088
C -1.253 3.415 -1.168
C -1.411 4.858 -1.457
C -2.415 2.547 -0.929
C -3.719 3.003 -0.933
C -4.751 2.096 -0.718
C -4.445 0.766 -0.494
C -3.115 0.374 -0.486
N -2.129 1.243 -0.700
H 6.084 2.077 -2.586
H 5.217 3.448 -3.277
H 4.404 1.883 -3.109
H 5.325 3.689 -0.806
H 4.632 2.081 -0.594
H 3.235 4.531 -1.477
H -0.457 5.303 -1.714
H -1.813 5.365 -0.575
H -2.120 5.000 -2.274
H -3.927 4.051 -1.093
H -5.779 2.430 -0.727
H -5.222 0.033 -0.329
H -2.819 -0.651 -0.297
I -0.554 1.308 8.197
C -0.396 1.177 6.139
C 0.289 2.167 5.437
C 0.367 2.096 4.060
C -0.220 1.021 3.390
C -0.884 0.019 4.097
C -0.983 0.104 5.472
C -0.158 0.944 1.944
O -0.066 1.972 1.187
O -0.211 -0.136 1.291
H 0.751 2.989 5.966
H 0.884 2.865 3.501
H -1.331 -0.812 3.566
H -1.516 -0.656 6.027
O -0.020 -1.012 -1.100
S 0.763 -2.181 -0.411
C 1.255 -3.169 -1.804
C 1.085 -2.703 -3.097
C 1.519 -3.501 -4.149
C 2.124 -4.722 -3.895
C 2.296 -5.164 -2.588
C 1.865 -4.386 -1.528
C -0.512 -3.183 0.272
C -1.673 -3.434 -0.454
C -2.647 -4.230 0.118
C -2.449 -4.774 1.387
C -1.282 -4.523 2.090
C -0.302 -3.706 1.538
H 0.620 -1.746 -3.282
H 1.388 -3.158 -5.167
H 2.472 -5.332 -4.718
H 2.775 -6.113 -2.393
H 1.998 -4.729 -0.508
H -1.797 -3.023 -1.449
H -3.556 -4.445 -0.428
H -3.215 -5.400 1.826
H -1.128 -4.963 3.066
H 0.607 -3.483 2.085
*
```

## Properties
Max |F|, Eh/bohr: 0.053
Frontier orbital gap (alpha / beta), eV: 5.43 / 5.20
HOMO level (alpha / beta), eV: -13.1555 / -13.1607
ΔE to the lowest compared entry with this formula, charge and spin, eV: 0.0216

# 2
Below is C3H4OS as an isolated structure, with properties calculated with ωB97M-V/def2-TZVPD.

ORCA input file:
```
! RIJCOSX wB97M-V def2-TZVPD def2/J DEFGRID3
* xyz 0 1
C 1.861 1.147 0.252
C 1.240 0.001 0.270
C -0.601 -0.494 0.244
O 3.818 -0.374 -0.925
S 3.123 -0.220 0.340
H 1.797 2.309 0.363
H -0.823 -0.833 -0.796
H -1.001 0.452 0.421
H -0.580 -1.487 0.785
*
```

## Properties
Max |F|, Eh/bohr: 0.121
Frontier orbital gap, eV: 9.61
HOMO level, eV: -9.1655
ΔE to the lowest compared entry with this formula, charge and spin, eV: 4.2963

# 3
Below is a 2-piece molecular cluster, ClH2O3P overall, with properties calculated with ωB97M-V/def2-TZVPD.

ORCA input file:
```
! RIJCOSX wB97M-V def2-TZVPD def2/J DEFGRID3
* xyz 0 1
O 1.057 0.611 -0.159
O 0.042 -1.554 -0.220
O -2.199 0.148 1.148
P 0.800 -0.678 0.856
Cl -2.600 -0.384 -0.248
H 1.747 1.301 -0.161
H -0.752 -1.119 -0.590
*
```

## Properties
Max |F|, Eh/bohr: 0.051
Frontier orbital gap (alpha / beta), eV: 7.60 / 5.73
HOMO level (alpha / beta), eV: -8.9204 / -7.8794
ΔE to the lowest compared entry with this formula, charge and spin, eV: 5.7375

# 4
Below is C21H24N3OSe2Ti as an isolated structure, with properties calculated with ωB97M-V/def2-TZVPD.

ORCA input file:
```
! RIJCOSX wB97M-V def2-TZVPD def2/J DEFGRID3
* xyz 1 3
Ti 1.040 -1.152 -0.274
C 4.592 -2.602 0.795
Se 3.661 -1.135 -0.099
C 3.759 0.164 1.370
C 2.913 -0.212 2.572
Se 0.973 -0.333 2.162
C 0.730 -2.270 2.395
H 5.505 -2.204 1.228
H 4.855 -3.337 0.039
H 3.972 -3.057 1.563
H 3.441 1.112 0.935
H 4.809 0.243 1.650
H 3.019 0.550 3.343
H 3.205 -1.170 2.998
H 1.076 -2.581 3.376
H 1.251 -2.833 1.613
H -0.342 -2.439 2.324
N -6.217 5.815 -0.151
C -5.430 4.979 -0.197
C -4.436 3.949 -0.239
C -3.561 3.798 0.835
C -2.583 2.820 0.798
C -2.469 1.983 -0.307
C -3.356 2.130 -1.372
C -4.335 3.107 -1.345
C -1.400 0.952 -0.399
C -1.765 -0.389 -0.195
C -3.054 -0.922 0.019
C -2.924 -2.308 0.068
C -1.573 -2.598 -0.102
N -0.853 -1.449 -0.250
C -0.129 1.390 -0.817
C 0.266 2.699 -1.165
C 1.539 2.615 -1.726
C 1.909 1.275 -1.703
N 0.921 0.521 -1.145
H -3.658 4.453 1.690
H -1.905 2.705 1.635
H -3.266 1.469 -2.225
H -5.015 3.223 -2.178
H -3.959 -0.347 0.126
H -3.715 -3.027 0.204
H -1.100 -3.571 -0.087
H -0.330 3.586 -1.028
H 2.139 3.422 -2.115
H 2.812 0.823 -2.085
C 1.661 -3.623 -1.960
O 1.354 -2.217 -2.040
H 2.065 -3.982 -2.905
H 0.782 -4.212 -1.700
H 2.423 -3.744 -1.192
H 0.704 -2.066 -2.738
*
```

## Properties
Max |F|, Eh/bohr: 0.025
Frontier orbital gap (alpha / beta), eV: 5.49 / 7.19
HOMO level (alpha / beta), eV: -8.8109 / -10.5201
ΔE to the lowest compared entry with this formula, charge and spin, eV: 0.7757

Question: Look up the ΔE to the lowest compared entry with this formula, charge and spin of the third one.
Answer: 5.7375 eV